8
Properties=species:S:1:pos:R:3 method="wB97M-V/def2-TZVPD" charge=0 total_energy_ha=-573.826449 homo_lumo_gap_ev="6.8 / 6.9"
C 0.5329 0.4416 0.0059
C 1.3902 1.3605 -0.3657
N -0.1560 -0.5177 0.3803
F -2.6176 -2.1402 -0.1097
P -1.7574 -1.9433 1.2938
H 2.2061 1.7783 0.2154
H 0.8943 2.1471 -1.0467
H -0.4925 -1.1264 -0.3733

30
Properties=species:S:1:pos:R:3 method="wB97M-V/def2-TZVPD" charge=-1 total_energy_ha=-542.989145 homo_lumo_gap_ev="2.3 / 9.2" multiplicity=2
C 0.1744 1.4208 3.5775
C 0.5347 3.3655 2.0125
C 0.2009 2.0016 2.1920
C 0.6190 3.8756 0.7321
C 0.1536 3.1634 -0.3779
C -0.2898 1.2770 1.0991
C -0.3972 1.9188 -0.1219
H 0.9183 3.8706 2.8897
H 1.0285 4.8532 0.4807
H 0.9041 1.8274 4.2845
H 0.4087 0.3635 3.6389
H 0.2435 3.5410 -1.3859
H -0.6136 0.2621 1.2627
H -0.8434 1.3888 -0.9639
H -0.8466 1.6849 3.8897
C -2.1773 -1.7768 -2.1471
C 1.0422 -1.9985 -0.1405
C -0.2641 -1.7744 -0.4522
C 1.8020 -2.8151 -0.9956
C -0.8193 -2.1155 -1.6835
C 1.2536 -3.3654 -2.1309
C -0.0361 -2.9109 -2.5180
H 1.5655 -1.4207 0.6132
H -0.9752 -1.4465 0.3078
H 2.8294 -3.0571 -0.7500
H 1.6424 -4.1123 -2.8082
H -2.6382 -2.5052 -2.8041
H -2.1957 -0.8786 -2.8003
H -0.3627 -3.2672 -3.4907
H -2.8616 -1.3699 -1.4096

66
Properties=species:S:1:pos:R:3 method="wB97M-V/def2-TZVPD" charge=+1 total_energy_ha=-2665.261229 homo_lumo_gap_ev=7.3
Ba -1.5593 -1.0881 0.1965
C 2.1084 3.0660 1.6046
C 1.4043 1.9130 0.9440
N 0.1330 1.8428 0.7453
N -0.6289 2.9171 1.1393
C -1.9586 3.0119 0.8574
N -2.5558 4.1190 1.3302
S -2.8296 1.8950 -0.0226
C 2.2399 0.7765 0.4741
C 3.5453 1.0221 0.0596
C 4.3372 -0.0408 -0.3408
C 3.8066 -1.3157 -0.2776
C 2.4925 -1.4638 0.1400
N 1.7040 -0.4461 0.4818
H 1.6390 3.3139 2.5580
H 2.0969 3.9567 0.9723
H 3.1421 2.8204 1.8250
H -0.1777 3.6936 1.6135
H -2.0523 4.8729 1.7678
H -3.5256 4.2618 1.0972
H 3.9337 2.0279 0.0381
H 5.3509 0.1254 -0.6767
H 4.3891 -2.1839 -0.5420
H 2.0425 -2.4485 0.2098
C 0.3832 -0.2850 -3.1804
C 1.2191 -1.3136 -3.9326
C 0.7914 -2.7623 -3.7189
N 0.8579 -3.0958 -2.3005
C 0.1576 -4.0101 -1.6468
S -0.0325 -3.9631 0.0416
N -0.4285 -5.0111 -2.3563
C 0.0985 -5.6544 -3.4818
O 1.2390 -5.4787 -3.8326
C -0.8555 -6.5680 -4.1551
C -0.3305 -7.5951 -4.9349
C -1.1841 -8.4561 -5.5989
C -2.5591 -8.2844 -5.4963
C -3.0810 -7.2510 -4.7321
C -2.2325 -6.3887 -4.0560
H 0.6380 0.7263 -3.4935
H 0.5572 -0.3257 -2.0998
H -0.6814 -0.4352 -3.3694
H 2.2743 -1.2062 -3.6708
H 1.1459 -1.1153 -5.0020
H 1.4322 -3.4462 -4.2843
H -0.2444 -2.9092 -4.0438
H 1.3112 -2.4181 -1.6980
H -1.2213 -5.4478 -1.8928
H 0.7426 -7.7036 -5.0070
H -0.7809 -9.2592 -6.1983
H -3.2248 -8.9537 -6.0204
H -4.1497 -7.1087 -4.6690
H -2.6498 -5.5734 -3.4812
C -4.9619 -6.6303 -0.6084
C -4.4320 -5.2939 -0.1996
C -4.5657 -4.8195 1.1066
C -3.9904 -3.6046 1.3765
N -3.3771 -2.8758 0.4428
C -3.3727 -3.3598 -0.8202
S -2.7256 -2.3629 -2.0841
N -3.8450 -4.5717 -1.1377
H -5.9755 -6.5123 -0.9948
H -4.9994 -7.3188 0.2318
H -4.3494 -7.0487 -1.4048
H -5.0627 -5.3930 1.8714
H -3.9992 -3.1948 2.3791

6
Properties=species:S:1:pos:R:3 method="wB97M-V/def2-TZVPD" charge=-1 total_energy_ha=-455.348218 homo_lumo_gap_ev=7.0
N 1.1334 0.1644 -0.2012
H 1.0352 -0.9258 0.1914
H 0.5718 0.3040 -1.0341
H 0.9638 0.7956 0.6095
S -2.4440 -0.3020 -0.0266
H -1.2602 -0.0362 0.4610

Going through the records in order, we get ΔE to the lowest compared entry with this formula, charge and spin values of 279.7 84.3 30.8 69.5 kJ/mol.